{"formula": "C36H84N4O8PSSi", "method": "wB97M-V/def2-TZVPD", "mol_weight_g_mol": 792.21, "e_tot_ha": -3272.0914, "gap_ev": 6.5, "homo_ev": -4.1414, "spin_multiplicity": 1, "charge": -1, "elements": ["S", "P", "Si", "O", "O", "O", "O", "O", "O", "O", "O", "N", "N", "N", "N", "C", "C", "C", "C", "C", "C", "C", "C", "C", "C", "C", "C", "C", "C", "C", "C", "C", "C", "C", "C", "C", "C", "C", "C", "C", "C", "C", "C", "C", "C", "C", "C", "C", "C", "C", "C", "H", "H", "H", "H", "H", "H", "H", "H", "H", "H", "H", "H", "H", "H", "H", "H", "H", "H", "H", "H", "H", "H", "H", "H", "H", "H", "H", "H", "H", "H", "H", "H", "H", "H", "H", "H", "H", "H", "H", "H", "H", "H", "H", "H", "H", "H", "H", "H", "H", "H", "H", "H", "H", "H", "H", "H", "H", "H", "H", "H", "H", "H", "H", "H", "H", "H", "H", "H", "H", "H", "H", "H", "H", "H", "H", "H", "H", "H", "H", "H", "H", "H", "H", "H"], "positions_angstrom": [[-6.6152, -5.1004, 0.0374], [-2.5945, -0.9363, -0.5116], [-6.5355, 2.3407, -1.9575], [-4.9918, -4.0213, 3.5186], [-6.1492, 0.7524, -1.9963], [1.1303, -0.2106, 2.5178], [-1.2457, -1.4524, 0.5864], [4.6096, 5.2683, 1.4323], [3.7176, -2.8363, -0.3360], [-2.0999, -2.1656, -1.6518], [4.4682, 4.0694, -2.9450], [-5.7166, -4.5853, 5.5638], [3.4725, -4.4940, 1.1556], [4.1641, 6.2618, -2.5971], [4.2545, 4.9510, 3.6239], [4.8345, 5.2111, -3.1448], [3.2915, -5.0029, -1.2436], [-8.0057, 2.5831, -3.0848], [6.0483, 5.5249, -3.9941], [4.4544, 7.6722, -2.7142], [0.1905, -3.0440, -1.5017], [-6.9993, 2.9385, -0.2348], [3.0642, 1.1182, -2.7002], [-5.1770, 0.2621, -1.0275], [-6.4142, -5.3836, 6.5433], [2.4010, -0.8086, 0.4867], [-3.7498, -2.1926, 0.4010], [-1.3831, 0.3648, -1.2203], [1.7516, 0.3295, -2.6723], [5.4312, 1.9811, -0.5706], [0.4702, 1.1590, -2.7491], [0.1834, -1.2780, 2.4677], [3.5203, -4.0149, -0.1212], [-6.3250, -6.0046, 3.6479], [-5.9914, -3.3889, -0.0389], [6.4155, 2.6038, 1.7132], [3.2226, -5.8474, 1.5937], [-0.7814, 0.2706, -2.6204], [4.1704, 0.2973, -2.0351], [-5.6191, -4.7933, 4.2139], [5.4923, 1.0278, -1.7823], [-1.3140, -3.2875, -1.3532], [-4.5141, -3.2343, -0.4351], [6.6308, 1.8579, 0.3798], [-1.1206, -0.8222, 1.8150], [2.3970, -0.5670, 2.0110], [-3.9902, -0.3916, -1.7146], [4.1292, 4.5812, 2.3164], [3.3772, 3.3014, 2.0414], [3.7507, 4.2686, 4.7959], [-5.1167, 3.3798, -2.5879], [3.3544, 1.3178, -3.7423], [4.5159, 1.7789, 0.0010], [-1.9877, -1.0194, 2.4680], [-7.0257, 2.1308, 0.5021], [5.5085, 3.2154, 1.6854], [6.2763, 0.2770, -1.6069], [-6.8873, -6.2290, 6.0536], [-5.7339, -5.7736, 7.3044], [5.7826, 6.1404, -4.8545], [1.7182, -0.2417, -1.7301], [3.0674, 0.2664, 2.2470], [-6.6353, -2.8617, -0.7466], [-4.4550, -1.6049, 1.0087], [-4.2682, 3.4109, -1.8984], [5.7915, 1.5900, -2.6785], [4.3482, -0.5965, -2.6492], [5.3680, 3.0161, -0.9222], [3.0768, -6.4895, 0.7307], [2.4962, -1.8613, 0.2014], [1.7432, -0.4237, -3.4758], [0.5794, -2.0925, 1.8439], [-7.9760, 3.4385, -0.2480], [6.8117, 0.7925, 0.5741], [-1.6111, -4.0787, -2.0622], [-3.5781, 0.3461, -2.4172], [0.4987, -2.1804, -0.9085], [2.9329, 2.0798, -2.1905], [3.3484, -4.4513, -2.1765], [4.6577, 8.1182, -1.7387], [4.5612, 3.9800, 5.4686], [-1.0462, 0.2737, 1.6879], [-2.9948, 0.0900, 0.4472], [-6.1567, -3.0182, 0.9761], [-5.7165, -0.4264, -0.3708], [2.3514, 3.3527, 2.4071], [3.8003, -0.0769, -1.0686], [0.4715, 1.7485, -3.6753], [-1.5349, -3.6785, -0.3498], [4.7643, 5.8097, 3.7524], [-7.1940, -4.8096, 7.0497], [3.2287, -0.2701, 0.0076], [1.4632, -0.4329, 0.0661], [-8.0881, 3.6446, -3.3560], [-0.5503, 0.4223, -0.5030], [-4.4608, -2.9929, -1.4969], [-4.0261, -4.2142, -0.3279], [3.6227, 8.2140, -3.1693], [0.7536, -3.9275, -1.1689], [-4.7675, 2.9637, -3.5404], [-0.5072, -0.7662, -2.8311], [-4.8178, 1.0985, -0.4065], [2.3070, -5.4653, -1.1650], [4.0612, -6.2435, 2.1713], [-4.3405, -1.2236, -2.3280], [0.4502, -2.8377, -2.5486], [-8.9288, 2.3080, -2.5584], [-6.2620, 3.6721, 0.1161], [-7.3988, -5.9466, 3.8349], [3.2250, 3.3672, 4.4985], [-3.1408, -2.7385, 1.1317], [-5.2278, -3.7617, 5.8757], [-7.9429, 1.9855, -3.9982], [7.2434, 3.2771, 1.9551], [3.6150, -3.7830, 1.8549], [3.0520, 4.8957, 5.3532], [6.8076, 6.0543, -3.4170], [2.3242, -5.9075, 2.2113], [7.5292, 2.2420, -0.1211], [3.3737, 5.9832, -2.0365], [3.8652, 2.4512, 2.5186], [2.7944, -1.4486, 2.5405], [-1.5297, 0.5763, -3.3644], [-5.8845, -5.6096, -0.9581], [-5.9463, -6.9250, 4.0963], [-1.9092, 1.3347, -1.1470], [6.3138, 1.9068, 2.5498], [-5.4578, 4.4082, -2.7689], [-6.1565, -6.0273, 2.5750], [0.0344, -1.6586, 3.4852], [5.3304, 7.8162, -3.3393], [4.0453, -5.7920, -1.2387], [6.4554, 4.5803, -4.3409], [0.4717, 1.8580, -1.8994], [3.3591, 3.1399, 0.9678]], "forces_ev_per_angstrom": [[0.0, -0.2, 0.0], [0.0, 0.0, 0.1], [0.0, 0.1, -0.1], [0.0, 0.0, 0.0], [0.1, -0.2, 0.3], [0.1, 0.0, 0.2], [-0.1, -0.2, 0.0], [-0.1, 0.2, -0.1], [1.4, -1.1, -0.5], [0.2, 0.0, -0.1], [0.0, 0.0, -0.1], [0.0, 0.0, 0.1], [0.1, 0.1, 0.0], [-0.1, 0.0, -0.1], [0.0, 0.0, 0.0], [0.0, 0.2, 0.1], [0.0, 0.0, 0.0], [-0.2, 0.1, 0.0], [0.0, 0.0, 0.0], [0.0, -0.1, 0.0], [-0.1, 0.1, -0.1], [0.1, 0.2, 0.1], [0.0, -0.3, 0.0], [0.2, 0.0, -0.2], [0.0, 0.0, 0.0], [-0.8, 0.3, 0.9], [0.1, -0.1, 0.1], [0.0, 0.2, 0.1], [-0.1, -0.2, 0.2], [0.2, 0.0, -0.1], [0.2, -0.1, 0.0], [0.1, -0.1, -0.2], [-0.1, -0.6, -0.1], [0.0, 0.0, 0.0], [0.0, 0.1, -0.1], [0.1, 0.1, 0.0], [-0.1, 0.0, 0.0], [-0.1, 0.1, -0.1], [0.3, 0.0, -0.2], [-0.1, -0.1, 0.0], [0.1, 0.1, -0.1], [-0.1, -0.1, 0.0], [0.1, -0.3, 0.1], [-0.1, 0.0, 0.0], [0.0, 0.2, -0.2], [0.2, 0.0, -0.6], [-0.2, 0.2, 0.0], [-0.4, 0.2, 0.3], [-0.4, 0.1, 0.0], [0.0, 0.0, 0.0], [0.0, 0.1, -0.2], [-0.1, 0.3, 0.2], [0.1, 0.0, -0.1], [0.0, 0.0, 0.0], [-0.1, 0.0, -0.1], [1.0, -0.5, -0.3], [-0.1, 0.1, 0.0], [0.0, 0.0, 0.0], [0.0, 0.0, 0.0], [0.0, 0.0, 0.0], [-0.1, 0.2, -0.6], [-0.1, 0.0, 0.1], [0.0, 0.2, 0.2], [0.1, 0.0, -0.2], [-0.1, 0.0, 0.0], [0.0, -0.1, 0.1], [0.0, 0.1, 0.1], [-0.2, -0.1, 0.2], [0.0, 0.0, 0.0], [-0.6, 1.2, 0.5], [0.0, 0.1, 0.1], [-0.1, 0.1, 0.2], [0.1, -0.1, 0.1], [0.0, 0.1, 0.0], [0.0, 0.1, 0.0], [0.0, -0.1, 0.1], [-0.1, -0.2, 0.0], [0.1, 0.0, -0.1], [0.0, 0.0, 0.0], [0.0, 0.0, 0.0], [0.0, 0.0, 0.0], [-0.1, -0.1, 0.2], [0.0, -0.1, 0.1], [0.0, 0.0, -0.1], [0.1, 0.0, 0.0], [0.0, 0.0, 0.0], [0.8, 0.3, -1.6], [0.0, 0.0, 0.1], [0.1, 0.1, 0.0], [0.0, 0.0, 0.0], [0.0, 0.0, 0.0], [-0.9, -0.5, 1.3], [0.1, 0.2, 0.3], [0.0, -0.2, 0.0], [-0.1, 0.0, -0.1], [0.0, -0.1, 0.0], [0.0, 0.2, 0.0], [0.0, 0.0, 0.0], [-0.1, 0.1, -0.1], [0.0, 0.1, 0.1], [-0.1, 0.1, -0.1], [-0.1, -0.1, -0.1], [0.0, 0.0, 0.0], [0.0, 0.0, 0.0], [0.0, 0.0, 0.0], [0.0, -0.1, 0.1], [0.1, 0.0, -0.1], [-0.1, -0.1, 0.0], [0.0, 0.0, 0.0], [0.0, 0.0, 0.0], [-0.1, 0.2, -0.1], [0.0, 0.0, 0.0], [0.0, 0.1, 0.1], [0.0, -0.1, 0.0], [0.0, 0.0, 0.0], [0.0, 0.0, 0.0], [0.0, 0.0, 0.0], [0.0, 0.0, 0.0], [-0.1, -0.1, 0.0], [0.0, 0.0, 0.1], [-0.2, 0.0, 0.0], [0.0, 0.0, 0.1], [0.1, -0.2, 0.1], [0.0, 0.0, -0.1], [0.0, 0.0, 0.0], [0.1, -0.2, 0.0], [0.0, 0.0, 0.0], [0.1, -0.1, 0.1], [0.0, 0.0, 0.0], [0.0, 0.1, 0.0], [0.0, 0.0, 0.0], [0.0, 0.0, 0.0], [0.0, 0.0, 0.0], [0.0, 0.1, -0.3], [0.0, 0.0, 0.1]], "lowdin_charge": [0.68, 0.64, 0.36, 0.05, -0.23, -0.16, -0.38, 0.03, 0.02, -0.32, 0.04, 0.00, 0.02, 0.02, 0.01, -0.53, -0.01, -0.17, -0.01, -0.09, -0.07, -0.16, -0.20, -0.29, -0.10, -0.07, -0.25, -0.27, -0.22, -0.21, -0.21, -0.18, -0.52, -0.02, -0.56, -0.10, -0.08, -0.24, -0.22, -0.54, -0.19, -0.33, -0.31, -0.24, -0.29, -0.24, -0.23, -0.58, -0.02, -0.08, -0.17, 0.11, 0.09, 0.11, 0.03, 0.01, 0.10, 0.07, 0.08, 0.08, 0.07, 0.09, 0.06, 0.07, 0.03, 0.10, 0.12, 0.10, 0.07, 0.03, 0.12, 0.12, 0.02, 0.10, 0.11, 0.07, 0.05, 0.10, 0.09, 0.08, 0.08, 0.11, 0.03, 0.05, 0.10, 0.10, 0.04, 0.10, 0.10, 0.13, 0.08, 0.03, 0.07, 0.03, 0.06, 0.08, 0.09, 0.08, 0.05, 0.03, 0.08, 0.09, 0.07, 0.08, 0.07, 0.08, 0.03, 0.03, 0.08, 0.07, 0.07, 0.13, 0.03, 0.07, 0.13, 0.08, 0.08, 0.08, 0.10, 0.14, 0.07, 0.10, 0.10, -0.16, 0.08, 0.08, 0.07, 0.03, 0.02, 0.11, 0.07, 0.08, 0.08, 0.10, 0.08]}